One molecule with the formula C20H28N4O3, computed with the ωB97M-V functional and the def2-TZVPD basis.

Geometry (Å):
C 1.0276 5.8221 -0.8566
H 1.1555 5.7606 -1.9368
H 0.0789 6.3215 -0.6335
O 1.0338 4.4938 -0.4019
C 0.8006 4.2520 0.9315
C 0.6604 5.2568 1.8714
C 0.3684 4.9616 3.1959
C 0.2138 3.6473 3.5796
C 0.3747 2.6313 2.6526
C 0.6808 2.8938 1.3182
N 0.7730 1.8950 0.3569
C 1.9327 1.8231 -0.5118
C 2.9992 0.8766 0.0705
N 2.4978 -0.4626 0.3403
C 2.3389 -1.2404 -0.8802
H 3.3412 -1.3250 -1.3117
C 1.8130 -2.6599 -0.6564
N 0.3646 -2.7289 -0.6355
C -0.3749 -3.2276 0.3953
O 0.0504 -3.6753 1.4309
C -1.8304 -3.1146 -0.0374
N -1.7232 -2.4597 -1.3139
C -0.4407 -2.3209 -1.7146
O -0.0405 -1.9057 -2.7737
C -2.8781 -2.3454 -2.1655
C -3.5478 -3.7112 -2.3252
H -4.4802 -3.5938 -2.8777
C -3.8142 -4.3271 -0.9519
C -2.5032 -4.4849 -0.1838
H -2.6704 -4.9101 0.8054
H -1.8362 -5.1526 -0.7342
H -4.2893 -5.3021 -1.0675
H -4.4941 -3.6842 -0.3881
H -2.8916 -4.3693 -2.8980
H -2.5401 -1.9508 -3.1254
H -3.5797 -1.6348 -1.7128
H -2.3949 -2.4970 0.6732
H 2.1686 -3.0634 0.2937
H 2.1668 -3.2924 -1.4761
H 1.6981 -0.7584 -1.6312
C 1.3356 -0.3568 1.2060
C 0.2541 0.5701 0.6261
H -0.6055 0.6378 1.2935
H -0.0959 0.1625 -0.3313
H 0.9346 -1.3458 1.4156
H 1.6969 0.0588 2.1520
H 3.8469 0.8063 -0.6142
H 3.3550 1.2858 1.0219
H 2.3573 2.8143 -0.6436
H 1.6018 1.4594 -1.4907
H 0.2637 1.6121 2.9870
H -0.0213 3.4001 4.6041
H 0.2569 5.7636 3.9094
H 0.7580 6.2908 1.5802
H 1.8527 6.4032 -0.4301

Computed properties:
* LUMO: 0.028 Eh
* ΔE to the lowest compared entry with this formula, charge and spin: 43.4 kcal per mole
* spin multiplicity: 1
* net charge: 0
* SMILES string: COc1ccccc1N1CCN(CCN2C(=O)[C@@H]3CCCCN3C2=O)CC1
* orbital gap: 7.90 eV
* HOMO level: -7.1 eV
* E: -33298.3011 eV